{"formula": "C5H9N3", "method": "wB97M-V/def2-TZVPD", "smiles": "[H]/N=C(/C)N(C=C)N=C", "e_above_lowest_kj_mol": 332.2, "species": ["C", "C", "C", "C", "C", "H", "H", "H", "H", "H", "H", "H", "H", "H", "N", "N", "N"], "positions_angstrom": [[-1.3750, -1.7253, -0.9685], [0.0433, -1.0871, -0.7531], [1.0383, 0.9749, 0.3071], [2.1229, 0.3705, 0.8331], [-1.3571, 1.7906, 0.8111], [-2.0869, -1.1821, -1.7195], [-1.9998, -1.5943, -0.0267], [-1.2785, -2.7749, -1.3373], [1.8828, -1.0202, -0.8549], [0.9496, 2.1300, 0.1258], [2.9824, 0.9024, 1.1178], [2.0634, -0.6068, 1.3048], [-2.2411, 2.5099, 0.7135], [-0.5898, 2.0670, 1.5315], [1.1103, -1.7225, -1.0308], [0.0049, 0.1625, -0.0228], [-1.2698, 0.8054, -0.0311]], "forces_ev_per_a": [[-1.059, 1.116, -0.298], [-1.221, -0.759, 0.312], [2.681, 0.674, 0.498], [-1.020, 0.658, 0.739], [-1.269, 0.239, -1.467], [1.827, -0.629, 1.037], [1.018, -0.683, -0.942], [0.099, 0.894, 0.675], [-0.480, -1.336, -0.024], [0.207, -2.444, -0.031], [1.019, 0.846, -0.036], [-0.147, -0.110, -0.627], [1.088, -1.527, 0.251], [-0.049, -0.135, -0.040], [0.082, 1.921, -0.194], [-3.634, 0.293, -1.018], [0.858, 0.983, 1.165]], "nbo_charge": [-0.683, 0.452, -0.026, -0.464, -0.149, 0.243, 0.235, 0.242, 0.346, 0.217, 0.205, 0.215, 0.202, 0.178, -0.656, -0.339, -0.219]}


{"formula": "C51H36GaINO7", "method": "wB97M-V/def2-TZVPD", "e_above_lowest_kj_mol": 0.0, "total_charge": -1, "species": ["O", "C", "C", "C", "Ga", "I", "N", "C", "C", "C", "C", "C", "C", "H", "H", "H", "H", "H", "H", "H", "H", "H", "H", "H", "H", "C", "C", "C", "C", "C", "C", "C", "O", "C", "C", "C", "C", "C", "C", "C", "O", "H", "H", "H", "H", "H", "H", "H", "H", "C", "C", "C", "C", "C", "C", "C", "O", "C", "C", "C", "C", "C", "C", "C", "O", "H", "H", "H", "H", "H", "H", "H", "H", "C", "C", "C", "C", "C", "C", "C", "O", "C", "C", "C", "C", "C", "C", "C", "O", "H", "H", "H", "H", "H", "H", "H", "H"], "positions_angstrom": [[0.2507, 0.0384, 5.4869], [-0.4950, 0.8717, 5.0793], [-0.0833, 2.2934, 4.7732], [1.4265, 2.5004, 4.7088], [1.7430, 4.4453, 4.1443], [1.7126, 5.9577, 6.3348], [-1.8845, 0.4713, 4.8095], [-2.8333, 1.5518, 4.8945], [-3.3881, 2.1120, 3.7515], [-4.3047, 3.1521, 3.8453], [-4.6557, 3.6505, 5.0936], [-4.0993, 3.0806, 6.2325], [-3.1938, 2.0281, 6.1505], [-0.4938, 2.5536, 3.7998], [-0.4757, 2.9829, 5.5145], [1.8880, 1.8626, 3.9606], [1.8711, 2.3568, 5.6870], [3.0691, 4.6790, 3.3026], [0.4374, 4.9257, 3.3259], [-1.8898, 0.1763, 3.8330], [-3.0628, 1.7116, 2.8013], [-4.6979, 3.5726, 2.9328], [-5.3437, 4.4754, 5.1724], [-4.3762, 3.4693, 7.2019], [-2.7790, 1.6080, 7.0515], [10.2097, 6.0279, 0.1230], [9.1492, 5.1402, -0.0335], [7.9846, 5.3128, 0.6943], [7.8770, 6.3690, 1.5899], [8.9453, 7.2486, 1.7594], [10.1085, 7.0790, 1.0171], [8.8645, 8.3670, 2.7408], [9.7951, 9.1375, 2.8787], [7.6210, 8.5062, 3.5448], [7.5522, 9.5131, 4.4995], [6.4033, 9.6716, 5.2536], [5.3147, 8.8300, 5.0535], [5.3748, 7.8190, 4.1096], [6.5308, 7.6482, 3.3525], [6.6024, 6.5451, 2.3521], [5.6633, 5.8122, 2.1501], [11.1168, 5.8950, -0.4524], [9.2332, 4.3129, -0.7262], [7.1534, 4.6312, 0.5763], [10.9286, 7.7714, 1.1480], [8.4014, 10.1659, 4.6473], [6.3526, 10.4535, 6.0003], [4.4139, 8.9551, 5.6399], [4.5245, 7.1619, 3.9672], [-1.0702, -5.2527, 2.3293], [-0.9363, -4.0628, 3.0371], [-1.4236, -2.8804, 2.5074], [-2.0400, -2.8815, 1.2621], [-2.1597, -4.0740, 0.5436], [-1.6795, -5.2593, 1.0858], [-2.7819, -4.0922, -0.8078], [-2.8899, -5.1261, -1.4386], [-3.2613, -2.8030, -1.3790], [-3.8048, -2.7897, -2.6577], [-4.2634, -1.6024, -3.2020], [-4.1878, -0.4232, -2.4676], [-3.6461, -0.4299, -1.1933], [-3.1759, -1.6171, -0.6473], [-2.5719, -1.6021, 0.7146], [-2.5104, -0.5779, 1.3594], [-0.6946, -6.1765, 2.7493], [-0.4519, -4.0570, 4.0043], [-1.3257, -1.9553, 3.0583], [-1.7839, -6.1804, 0.5294], [-3.8675, -3.7116, -3.2199], [-4.6825, -1.5940, -4.1997], [-4.5512, 0.5031, -2.8924], [-3.5815, 0.4834, -0.6181], [-1.6577, -7.4603, -4.3290], [-2.0000, -6.1134, -4.3793], [-2.7774, -5.6350, -5.4201], [-3.2099, -6.4972, -6.4193], [-2.8504, -7.8467, -6.3778], [-2.0800, -8.3246, -5.3249], [-3.2682, -8.7840, -7.4558], [-2.9647, -9.9587, -7.4206], [-4.0689, -8.2368, -8.5889], [-4.4298, -9.0804, -9.6318], [-5.1834, -8.5932, -10.6858], [-5.5862, -7.2618, -10.6999], [-5.2261, -6.4158, -9.6650], [-4.4613, -6.8974, -8.6102], [-4.0605, -5.9640, -7.5185], [-4.4174, -4.8040, -7.5302], [-1.0583, -7.8338, -3.5096], [-1.6662, -5.4403, -3.6030], [-3.0516, -4.5900, -5.4647], [-1.8141, -9.3720, -5.2930], [-4.1165, -10.1149, -9.6121], [-5.4601, -9.2509, -11.4993], [-6.1800, -6.8844, -11.5220], [-5.5324, -5.3790, -9.6702]], "forces_ev_per_a": [[0.585, -0.845, 0.122], [-0.640, 0.394, 0.145], [0.845, -0.335, -0.172], [-0.257, 1.045, 0.078], [-0.247, -0.448, -0.592], [0.100, 0.056, 0.085], [-0.161, 1.002, -0.461], [0.356, -0.456, 0.286], [-0.086, -0.051, 0.171], [0.293, -0.244, 0.074], [0.168, -0.261, -0.172], [0.042, -0.006, 0.019], [-0.415, 0.481, -0.323], [-0.460, 0.184, -0.007], [-0.470, 0.074, 0.050], [0.125, -0.267, 0.050], [0.212, -0.320, 0.077], [0.125, 0.125, 0.241], [0.051, 0.052, 0.110], [0.025, -0.366, 0.118], [-0.105, 0.098, -0.212], [-0.142, 0.141, -0.028], [-0.122, 0.122, 0.058], [0.011, 0.018, 0.105], [0.151, -0.179, 0.056], [-0.036, -0.016, 0.006], [0.016, 0.047, 0.023], [0.061, -0.101, -0.116], [0.067, 0.080, 0.063], [-0.062, -0.041, 0.009], [0.085, -0.067, -0.094], [0.112, 0.148, 0.054], [-0.016, -0.031, -0.015], [-0.048, -0.119, -0.063], [-0.034, 0.091, 0.090], [-0.044, -0.031, -0.027], [-0.013, 0.042, 0.053], [-0.088, -0.083, -0.050], [0.128, 0.119, 0.068], [-0.169, -0.042, 0.005], [0.005, 0.002, -0.030], [0.004, -0.004, -0.002], [0.000, 0.000, -0.009], [-0.064, 0.056, 0.065], [-0.042, 0.048, 0.075], [0.052, -0.039, -0.078], [-0.006, 0.004, 0.003], [-0.014, -0.051, 0.006], [0.079, -0.092, -0.058], [-0.010, 0.060, 0.004], [-0.002, -0.061, -0.013], [0.028, 0.007, 0.068], [-0.019, -0.057, -0.071], [-0.026, 0.085, -0.026], [0.061, -0.079, 0.083], [-0.007, -0.147, -0.062], [0.036, 0.009, 0.044], [0.013, 0.054, 0.071], [-0.052, 0.050, -0.108], [0.004, 0.037, 0.031], [0.005, -0.055, -0.004], [-0.057, 0.087, -0.096], [0.023, -0.077, -0.013], [0.070, 0.035, 0.151], [-0.021, 0.135, 0.040], [0.006, -0.003, 0.004], [-0.005, 0.024, 0.009], [-0.023, 0.006, -0.017], [-0.035, 0.040, -0.075], [0.011, -0.058, 0.078], [-0.005, -0.002, -0.004], [0.001, 0.007, -0.005], [0.050, -0.039, 0.070], [-0.022, 0.024, -0.033], [0.035, -0.012, -0.048], [0.062, 0.027, 0.110], [-0.011, -0.088, -0.051], [-0.043, 0.066, -0.061], [0.067, 0.014, 0.116], [0.055, -0.174, 0.042], [-0.009, 0.033, -0.015], [-0.003, 0.093, 0.027], [-0.065, -0.044, -0.121], [-0.007, 0.045, 0.018], [0.020, -0.038, 0.017], [-0.065, -0.004, -0.124], [0.051, -0.074, 0.035], [-0.045, 0.182, 0.031], [0.008, -0.033, -0.013], [-0.001, 0.006, 0.011], [-0.032, -0.016, 0.043], [-0.045, -0.005, -0.080], [-0.035, -0.020, -0.085], [0.038, 0.005, 0.092], [-0.006, -0.003, -0.003], [-0.002, 0.001, -0.006], [0.050, 0.024, 0.080]], "lowdin_charge": [0.099, -0.436, -0.253, -0.356, -0.045, -0.052, 0.093, -0.288, -0.035, -0.084, -0.103, -0.088, -0.028, 0.090, 0.108, 0.039, 0.036, -0.131, -0.112, 0.089, 0.100, 0.096, 0.091, 0.097, 0.115, -0.070, -0.065, -0.003, -0.077, -0.085, -0.011, -0.281, 0.090, -0.091, -0.015, -0.062, -0.045, 0.018, -0.073, -0.276, 0.109, 0.102, 0.103, 0.122, 0.116, 0.115, 0.103, 0.107, 0.112, -0.056, -0.042, 0.016, -0.074, -0.085, -0.007, -0.271, 0.084, -0.079, -0.004, -0.054, -0.054, 0.004, -0.077, -0.266, 0.106, 0.106, 0.114, 0.111, 0.117, 0.106, 0.108, 0.108, 0.122, -0.044, -0.049, 0.001, -0.082, -0.086, -0.001, -0.278, 0.103, -0.082, -0.005, -0.061, -0.060, -0.004, -0.082, -0.277, 0.104, 0.110, 0.096, 0.113, 0.119, 0.119, 0.105, 0.106, 0.120]}